Entry 1:
{"formula": "C21H17ClN2O2", "method": "wB97M-V/def2-TZVPD", "smiles": "O=C(NCc1ccccc1Cl)c1cccc(NC(=O)c2ccccc2)c1", "lumo_energy_ev": 0.472, "total_charge": 0, "homo_energy_ev": -8.886, "largest_force_ha_per_bohr": 0.0122, "spin_multiplicity": 1, "elements": ["O", "C", "N", "C", "C", "C", "C", "C", "C", "C", "Cl", "C", "C", "C", "C", "C", "N", "C", "O", "C", "C", "C", "C", "C", "C", "C", "H", "H", "H", "H", "H", "H", "H", "H", "H", "H", "H", "H", "H", "H", "H", "H", "H"], "xyz": [[-2.17016, 0.95527, 1.46727], [-1.14301, 0.31335, 1.57080], [-0.58759, 0.00860, 2.76839], [-1.14728, 0.47220, 4.01621], [-0.29409, 1.52906, 4.66908], [0.30334, 2.51537, 3.89177], [1.09209, 3.49832, 4.45925], [1.29775, 3.51304, 5.82846], [0.70909, 2.54685, 6.62355], [-0.07908, 1.56559, 6.04312], [-0.80420, 0.38044, 7.08082], [-0.39804, -0.19727, 0.38023], [0.36228, -1.36261, 0.39792], [1.01889, -1.76648, -0.75153], [0.92376, -1.03352, -1.91998], [0.12686, 0.10956, -1.96049], [-0.00974, 0.88125, -3.11386], [0.04018, 0.51682, -4.43300], [0.10894, 1.36638, -5.29678], [-0.06374, -0.93562, -4.74371], [-1.04126, -1.72703, -4.14723], [-1.16208, -3.05733, -4.50391], [-0.31250, -3.60534, -5.45158], [0.64873, -2.81557, -6.06047], [0.76611, -1.48094, -5.71731], [-0.51802, 0.52429, -0.79969], [0.32072, -0.42477, 2.80245], [-1.28387, -0.37544, 4.69361], [-2.12993, 0.89129, 3.77139], [0.13220, 2.50804, 2.82546], [1.54294, 4.25392, 3.83432], [1.91164, 4.27662, 6.28065], [0.85655, 2.54875, 7.69222], [0.42828, -1.96734, 1.28991], [1.62174, -2.66204, -0.73763], [1.46504, -1.34691, -2.79824], [-0.16065, 1.87271, -2.96814], [-1.71219, -1.29977, -3.41642], [-1.92348, -3.66827, -4.04233], [-0.40685, -4.64654, -5.72240], [1.30273, -3.23835, -6.80856], [1.50124, -0.84890, -6.19273], [-1.13334, 1.41229, -0.80089]], "lowdin_charge": [0.07, -0.46, 0.07, -0.14, -0.22, -0.03, -0.08, -0.08, -0.11, -0.60, 0.70, -0.13, -0.04, -0.06, -0.02, -0.24, 0.14, -0.43, 0.09, -0.17, -0.04, -0.07, -0.08, -0.07, -0.02, 0.05, 0.14, 0.09, 0.14, 0.12, 0.10, 0.10, 0.10, 0.11, 0.11, 0.12, 0.16, 0.12, 0.11, 0.10, 0.10, 0.12, 0.13]}

---

Entry 2:
{"formula": "C5H7NO", "method": "wB97M-V/def2-TZVPD", "lumo_energy_ev": [-0.889, -0.889], "total_charge": 0, "homo_energy_ev": [-6.590, -6.590], "largest_force_ha_per_bohr": 0.0131, "spin_multiplicity": 1, "elements": ["O", "C", "C", "C", "N", "C", "C", "H", "H", "H", "H", "H", "H", "H"], "xyz": [[-2.51758, -1.94679, -0.62838], [-1.35395, -1.97416, -0.19546], [-0.54002, -0.86222, -0.02358], [-0.85993, 0.57636, -0.28760], [0.56527, 0.84264, 0.09249], [1.31493, 1.85738, -0.02354], [0.84085, -0.57293, 0.49616], [-0.88846, -2.94906, 0.08685], [-1.06402, 0.91480, -1.31682], [-1.54786, 1.10594, 0.39447], [0.90937, 2.78822, -0.41158], [2.36229, 1.79115, 0.25892], [1.73720, -0.95241, -0.02448], [1.04189, -0.61892, 1.58255]], "lowdin_charge": [-0.09, -0.37, -0.24, -0.08, -0.09, 0.15, -0.10, 0.11, 0.12, 0.12, 0.11, 0.11, 0.12, 0.12]}

---

Entry 3:
{"formula": "C43H34N10O5Sc", "method": "wB97M-V/def2-TZVPD", "lumo_energy_ev": -8.711, "total_charge": 3, "homo_energy_ev": -13.251, "largest_force_ha_per_bohr": 0.0544, "spin_multiplicity": 1, "elements": ["Sc", "O", "C", "O", "C", "C", "C", "C", "C", "N", "C", "O", "O", "H", "H", "H", "H", "H", "C", "N", "C", "C", "N", "C", "C", "C", "C", "C", "C", "N", "C", "N", "C", "C", "C", "C", "C", "C", "N", "H", "H", "H", "H", "H", "H", "H", "H", "H", "H", "H", "H", "H", "H", "H", "C", "O", "C", "C", "C", "C", "C", "C", "C", "N", "C", "C", "N", "C", "C", "C", "C", "N", "C", "C", "N", "C", "C", "C", "C", "H", "H", "H", "H", "H", "H", "H", "H", "H", "H", "H", "H", "H", "H"], "xyz": [[-1.24828, 1.71178, -0.46851], [-1.16058, 3.65441, 3.38326], [-1.44101, 2.99894, 2.32407], [-0.67333, 2.85030, 1.36750], [-2.78672, 2.32244, 2.26172], [-3.74574, 2.36913, 3.26111], [-4.95861, 1.72091, 3.08570], [-5.19813, 1.16823, 1.85062], [-4.17365, 1.20712, 0.85523], [-2.99523, 1.69455, 1.11431], [-4.26323, 0.59052, -0.51711], [-5.31903, -0.03731, -0.92082], [-3.28443, 0.82426, -1.23389], [-0.27663, 4.09558, 3.26793], [-3.58034, 2.94936, 4.17197], [-5.69488, 1.70341, 3.87734], [-6.18544, 0.70365, 1.67058], [-5.91527, -0.17054, -0.15480], [0.13709, 3.21401, -3.02943], [-1.01979, 2.37448, -2.89402], [-2.35715, 2.80637, -3.31754], [-2.87648, 3.66492, -2.24614], [-2.36784, 3.73525, -1.03230], [-2.99714, 4.82221, -0.41247], [-2.89839, 5.39805, 0.82968], [-3.54490, 6.55902, 1.18737], [-4.49361, 7.12251, 0.32839], [-4.62111, 6.49302, -0.93254], [-3.86741, 5.37470, -1.30172], [-3.78163, 4.62561, -2.43937], [1.14993, 2.88376, -1.99966], [0.83641, 2.33487, -0.81468], [2.06829, 2.17823, -0.18626], [2.39156, 1.74969, 1.12387], [3.73042, 1.66284, 1.47862], [4.73348, 2.12001, 0.61448], [4.45186, 2.60492, -0.66289], [3.10743, 2.60145, -1.01451], [2.46440, 3.07169, -2.12286], [0.56827, 3.14547, -4.04434], [-0.10462, 4.27008, -2.99334], [-0.86259, 1.43430, -3.28741], [-2.45409, 3.31182, -4.31082], [-3.00678, 1.95166, -3.49937], [-2.22136, 5.06519, 1.56429], [-3.36207, 6.99969, 2.12701], [-5.13543, 8.05569, 0.45453], [-5.43444, 6.84637, -1.56332], [-4.20375, 4.94573, -3.28872], [1.63250, 1.56071, 1.88296], [3.95672, 1.28531, 2.50287], [5.74144, 2.21235, 1.02876], [5.19076, 3.13783, -1.23047], [3.02250, 3.48480, -2.86485], [4.84243, -10.56763, 1.25633], [4.79483, -9.82149, 0.07710], [4.43312, -8.50946, 0.14482], [4.55597, -7.78181, -1.01054], [4.12380, -6.46112, -1.08255], [3.51614, -5.88076, 0.05851], [3.48123, -6.63140, 1.24252], [3.90642, -7.93062, 1.28737], [2.82874, -4.61526, -0.07288], [2.36121, -4.03937, -1.17481], [1.71262, -2.95756, -0.69521], [1.75923, -2.80231, 0.64261], [2.56402, -3.86193, 1.04841], [1.11969, -1.75243, 1.36873], [1.21138, -1.49470, 2.74618], [0.48924, -0.45080, 3.23248], [-0.32260, 0.29617, 2.42119], [-0.37423, 0.11861, 1.09470], [0.26211, -0.96040, 0.57030], [0.10655, -1.09225, -0.83209], [-0.79712, -0.39695, -1.52213], [-1.13089, -0.78505, -2.75645], [-0.45517, -1.78250, -3.42971], [0.52756, -2.47467, -2.76174], [0.79655, -2.15236, -1.43883], [4.83461, -11.55324, 0.85132], [4.00604, -10.43733, 2.02388], [5.80404, -10.56701, 1.81954], [4.95914, -8.22737, -1.88674], [4.12379, -5.95104, -2.03356], [2.99270, -6.23075, 2.16107], [3.76243, -8.45985, 2.23108], [2.73270, -4.12234, 2.01231], [1.80402, -2.10400, 3.36317], [0.50793, -0.36910, 4.31440], [-0.95212, 1.03614, 2.83589], [-2.00254, -0.28497, -3.19317], [-0.59923, -2.08573, -4.49574], [1.04173, -3.31676, -3.24778]], "lowdin_charge": [1.16, 0.23, -0.51, 0.00, -0.17, 0.08, 0.03, 0.07, -0.13, 0.12, -0.38, 0.25, 0.02, 0.21, 0.15, 0.14, 0.15, 0.15, -0.10, -0.08, -0.10, -0.31, 0.12, -0.20, -0.02, -0.05, -0.02, 0.02, -0.19, 0.21, -0.25, 0.07, -0.19, -0.01, -0.06, -0.05, 0.03, -0.18, 0.20, 0.15, 0.15, 0.11, 0.16, 0.13, 0.08, 0.11, 0.15, 0.12, 0.19, 0.08, 0.13, 0.13, 0.12, 0.20, -0.09, -0.05, -0.25, 0.02, 0.02, -0.16, -0.03, -0.01, -0.23, 0.21, -0.20, -0.11, 0.19, -0.03, 0.05, -0.02, -0.12, 0.07, -0.13, -0.16, 0.04, -0.12, -0.01, 0.05, -0.05, 0.09, 0.11, 0.11, 0.12, 0.12, 0.12, 0.12, 0.16, 0.12, 0.14, 0.08, 0.12, 0.15, 0.15]}

---

Results for ΔE to the lowest compared entry with this formula, charge and spin: 2.1 96.9 48.0 (in kcal per mole, following the order of the records).